{
  "formula": "C46H35F8NO4P2PbS",
  "method": "ωB97M-V with the def2-TZVPD basis set",
  "species": ["Pb", "O", "P", "C", "P", "O", "C", "C", "C", "C", "C", "C", "C", "C", "C", "C", "C", "C", "C", "C", "C", "C", "C", "C", "C", "C", "C", "C", "C", "C", "H", "H", "H", "H", "H", "H", "H", "H", "H", "H", "H", "H", "H", "H", "H", "H", "H", "H", "H", "H", "H", "H", "F", "C", "C", "F", "C", "F", "C", "S", "C", "F", "C", "F", "F", "C", "F", "F", "C", "C", "C", "C", "C", "C", "H", "H", "H", "H", "H", "H", "H", "H", "H", "O", "C", "N", "C", "O", "C", "C", "C", "C", "C", "C", "H", "H", "H", "H"],
  "positions_angstrom": [[-1.2649, 0.3174, -0.3234], [1.4234, 0.7160, -0.0944], [2.6373, -0.1309, 0.1817], [2.1537, -1.5989, 1.1509], [0.7928, -2.6773, 0.5738], [-0.2653, -1.9210, -0.2323], [1.6660, -3.8675, -0.4159], [2.1536, -5.1210, 0.0781], [2.7927, -5.9539, -0.7793], [3.0256, -5.6184, -2.1478], [2.5748, -4.4018, -2.6245], [1.8589, -3.5116, -1.7683], [0.0096, -3.5593, 1.9643], [-1.3574, -3.7764, 1.8785], [-1.9997, -4.3652, 2.9332], [-1.3760, -4.6114, 4.1373], [0.0115, -4.4087, 4.2370], [0.7111, -3.9471, 3.1378], [3.8450, 0.7799, 1.1444], [5.1323, 0.2535, 1.4939], [5.9792, 0.9933, 2.3585], [5.6036, 2.2428, 2.8022], [4.3682, 2.7336, 2.4718], [3.4491, 2.0380, 1.6838], [3.4703, -0.6486, -1.2959], [3.0888, -0.1941, -2.5400], [3.8852, -0.5403, -3.6750], [4.9967, -1.3514, -3.5801], [5.2911, -1.8992, -2.3471], [4.5686, -1.5978, -1.2184], [1.8742, -1.2499, 2.2052], [3.0224, -2.2526, 1.2352], [1.9588, -5.4153, 1.1182], [3.2310, -6.9080, -0.4051], [3.5153, -6.3757, -2.7658], [2.7745, -4.1651, -3.6599], [1.5126, -2.5264, -2.1357], [-1.9521, -3.3989, 1.0038], [-3.0562, -4.6479, 2.8150], [-1.9118, -5.0023, 5.0244], [0.5313, -4.6648, 5.1479], [1.7833, -3.7878, 3.1521], [5.4070, -0.7478, 1.1957], [6.8414, 0.4908, 2.7790], [6.2897, 2.7903, 3.4912], [4.0648, 3.7216, 2.8163], [2.4538, 2.4027, 1.4877], [2.1590, 0.3825, -2.6316], [3.4699, -0.2292, -4.6215], [5.5699, -1.6112, -4.4673], [6.0291, -2.6657, -2.2837], [4.7982, -2.1403, -0.2909], [-7.4168, 4.7799, 0.8022], [-6.2896, 4.4376, 0.0809], [-6.2672, 3.5469, -0.9836], [-7.3707, 2.9400, -1.4586], [-5.0435, 3.1639, -1.5194], [-5.0053, 2.2487, -2.5459], [-3.8338, 3.5891, -0.9946], [-2.3982, 3.0075, -1.8882], [-3.8832, 4.4639, 0.0796], [-2.7490, 4.7626, 0.7664], [-5.0938, 5.0211, 0.5061], [-5.0686, 6.0031, 1.4488], [-2.5151, 2.1521, 1.9774], [-1.3437, 1.5299, 1.7058], [-1.1252, 0.7226, 2.7739], [-0.3594, 2.4678, 1.8065], [2.1412, 4.7864, -1.3681], [0.9165, 5.7385, -1.2455], [0.9960, 6.8170, -2.2912], [0.7981, 6.2731, 0.1564], [-0.2713, 4.9569, -1.5300], [-1.2524, 4.2008, -1.5835], [3.1183, 5.2284, -1.0797], [2.2496, 4.4601, -2.4479], [1.9476, 3.8660, -0.8301], [1.9407, 7.4454, -2.2731], [0.1695, 7.5196, -2.1376], [0.9750, 6.3606, -3.3089], [1.5865, 7.0113, 0.3723], [0.8558, 5.4431, 0.8947], [-0.1960, 6.7820, 0.2698], [-3.0765, -0.8572, -1.7833], [-3.6757, -1.2077, -0.7382], [-3.3061, -0.8444, 0.5341], [-4.1636, -1.5089, 1.3758], [-4.1326, -1.4209, 2.6189], [-5.1360, -2.3038, 0.5822], [-6.2464, -3.1259, 0.9245], [-6.8423, -3.8116, -0.1319], [-6.5439, -3.5864, -1.4669], [-5.5106, -2.7220, -1.8243], [-4.8256, -2.1249, -0.7650], [-6.5400, -3.2008, 1.9784], [-7.5428, -4.5384, 0.2090], [-7.0686, -4.1902, -2.2017], [-5.1930, -2.6544, -2.8611]],
  "forces_ev_per_a": [[0.5, 0.3, -0.6], [0.7, -0.4, 0.1], [-1.9, 0.9, 0.0], [-0.2, 0.0, 1.8], [-1.5, 0.8, -0.5], [1.3, -1.0, 1.0], [0.4, -0.9, -1.2], [-1.1, 1.6, 0.3], [1.5, -1.4, -1.1], [-0.5, -0.2, 1.4], [-0.4, 0.2, 0.5], [0.7, -0.6, 0.1], [0.9, 0.3, 0.5], [-0.1, 0.9, -1.4], [-1.8, -0.7, 0.6], [0.8, -0.4, 0.7], [-0.4, -0.3, -0.2], [-0.4, 0.7, -0.9], [1.2, 0.3, 1.2], [-0.9, 1.3, 0.7], [-0.8, -1.5, -0.7], [1.0, 0.1, 0.9], [-1.3, 1.1, -0.4], [1.1, -1.4, -0.4], [1.7, -1.9, 0.0], [0.6, -0.1, -0.6], [-1.5, 0.3, 0.6], [-0.6, 0.5, -0.4], [0.0, -0.4, 0.5], [-1.2, 1.0, 0.1], [0.4, -0.2, -1.4], [0.1, -0.1, 0.3], [0.1, 0.2, -0.5], [-0.6, 0.8, -0.3], [-0.1, 0.5, 0.0], [-0.2, 0.3, 0.0], [0.1, -0.9, 0.2], [0.8, -0.6, 0.8], [0.4, 0.4, 0.2], [0.2, 0.3, -0.8], [0.0, 0.1, 0.1], [0.0, -0.1, 0.3], [0.1, 0.1, -0.1], [0.3, 0.2, -0.3], [-0.8, -0.4, -0.7], [0.1, -0.2, 0.1], [-0.1, 0.2, -0.1], [0.6, -0.1, -0.1], [0.4, 0.2, -0.3], [-0.1, 0.0, 0.2], [0.6, -0.3, 0.1], [-0.1, 0.4, -0.4], [1.2, -0.6, -1.5], [-0.8, 1.2, 1.1], [-0.4, -0.9, -0.2], [0.3, 0.5, 0.4], [0.0, -0.8, -0.6], [-0.3, 1.1, 1.1], [-0.1, 0.0, -0.5], [-0.3, 0.2, 0.4], [0.8, 0.5, 0.8], [-1.1, 0.2, -0.9], [0.7, -0.2, 0.7], [-0.3, -1.2, -0.8], [-0.2, 0.5, 0.0], [0.0, -0.6, 0.1], [0.1, -0.5, 0.6], [0.1, 0.7, 0.0], [0.2, -0.3, -1.5], [1.3, -0.6, -0.4], [1.0, 1.4, -1.1], [-0.7, 0.5, 1.2], [-3.2, -2.8, 0.1], [2.7, 2.1, 0.0], [-0.8, 0.0, 0.1], [-0.1, 0.4, 1.0], [0.1, -0.1, 0.4], [-0.9, -0.8, 0.3], [0.0, -0.1, -0.4], [-0.3, 0.4, 0.7], [-0.2, -0.3, -0.1], [-0.1, 0.6, -0.4], [0.9, -0.4, 0.1], [-0.9, -0.1, 1.2], [1.3, 0.4, -1.7], [-0.2, -0.4, -1.6], [0.4, 1.0, 3.5], [-0.3, -0.6, -2.3], [-2.1, -1.2, -0.8], [2.0, 1.1, -0.1], [-0.1, 0.5, 1.3], [0.4, -0.4, -0.1], [0.1, -0.4, 0.5], [-0.4, -0.2, 0.6], [0.0, -0.3, -0.5], [-0.8, -0.5, -0.4], [0.1, 0.2, -0.1], [0.0, 0.4, 0.2]],
  "mulliken_charge": [1.213, 0.192, 0.523, -1.198, 1.053, -0.661, 0.445, -0.747, -0.397, -0.686, -0.713, -0.447, 0.626, -0.354, -0.500, -0.514, -0.763, -0.366, 0.579, -0.434, -0.704, -0.432, -0.683, -0.489, 0.395, -0.284, -0.580, -0.594, -0.896, -0.336, 0.577, 0.726, 0.285, 0.343, 0.392, 0.468, 0.529, 0.134, 0.345, 0.359, 0.410, 0.413, 0.221, 0.376, 0.329, 0.401, 0.480, 0.503, 0.394, 0.401, 0.419, 0.320, -0.277, 0.522, 0.170, -0.282, 0.111, -0.347, 0.578, -0.102, 0.207, -0.268, -0.212, -0.282, -0.266, 0.249, -0.262, -0.164, -1.315, 2.196, -1.671, -1.552, 0.654, -0.889, 0.374, 0.338, 0.137, 0.327, 0.391, 0.362, 0.412, 0.241, 0.335, -0.896, 0.616, 0.213, -0.645, -0.716, 0.451, -0.574, -0.442, -0.549, -0.423, 0.463, 0.447, 0.414, 0.391, 0.458],
  "total_energy_ha": -4202.2733,
  "e_homo_ev": -7.270,
  "charge": 0,
  "gap_ev": 7.10,
  "de_lowest_ev": 0.000,
  "multiplicity": 1
}